(1)
This record from the OMol25 dataset describes a molecular structure, C54H46BBr3N9O16. The level of theory is ωB97M-V with the def2-TZVPD basis set.

LUMO in eV: 0.93
Net charge: -1
HOMO in eV: -7.666
Orbital gap in eV: 8.59
Largest force on an atom in hartree/bohr: 0.03856

Cartesian coordinates (Å):
O -9.10297 -7.64380 -17.30569
C -9.88644 -7.48487 -16.42501
O -10.99437 -6.76536 -16.45626
B -11.71060 -6.89060 -15.18880
O -10.87142 -7.77157 -14.34989
C -9.78691 -8.10154 -15.00289
O -8.87727 -8.76096 -14.60718
O -13.07702 -7.42700 -15.34338
C -13.93898 -6.50356 -14.98129
O -15.13226 -6.59647 -14.90710
C -13.14735 -5.22971 -14.54335
O -11.89174 -5.58294 -14.51486
O -13.63649 -4.21999 -14.11035
C -12.18495 -1.39847 -14.32026
Br -11.34273 -0.37779 -15.73698
Br -13.52190 -0.33413 -13.38187
Br -10.83226 -1.94666 -13.04757
H -12.56824 -2.30465 -14.77007
C -8.93914 -12.68176 -14.31866
C -8.56097 -11.96677 -15.43775
C -7.52143 -12.39074 -16.26874
C -6.83481 -13.53818 -15.93556
C -7.19520 -14.25465 -14.79342
C -8.25194 -13.85757 -13.98968
N -5.77778 -14.05817 -16.78414
O -5.61392 -15.25943 -16.83758
O -5.13919 -13.26196 -17.43572
H -9.78538 -12.23653 -13.81193
H -9.04426 -11.03439 -15.69593
H -7.27162 -11.77836 -17.12479
H -6.64060 -15.15114 -14.55008
H -8.63360 -14.46861 -13.18464
C -11.06881 -9.88645 -11.47610
C -11.77925 -10.67131 -12.37984
C -12.85740 -11.43245 -11.91540
C -13.23265 -11.36074 -10.59990
C -12.58006 -10.49775 -9.72911
C -11.48662 -9.76093 -10.15072
N -14.31647 -12.21439 -10.05253
O -14.60461 -12.10550 -8.88566
O -14.83402 -12.97296 -10.85026
H -10.26745 -9.28297 -11.88692
H -11.42164 -10.85040 -13.38336
H -13.41418 -12.09480 -12.56548
H -12.91468 -10.44891 -8.70127
H -11.01768 -9.01382 -9.52684
C -12.35501 -12.13843 -16.88954
C -11.36526 -12.50005 -17.81391
C -10.86606 -11.55763 -18.68333
C -11.38361 -10.29689 -18.70736
C -12.42573 -9.92079 -17.85557
C -12.89725 -10.85172 -16.93012
N -10.79101 -9.32907 -19.63900
O -9.87156 -9.69121 -20.33010
O -11.19455 -8.18219 -19.71529
H -12.70355 -12.95068 -16.26611
H -11.08220 -13.54334 -17.80693
H -10.23984 -11.87626 -19.50990
H -12.83458 -8.92102 -17.83729
H -13.78365 -10.65014 -16.34487
C -12.13568 -4.77540 -10.81805
C -11.39309 -5.83204 -10.30921
C -10.56708 -5.61873 -9.23682
C -10.49570 -4.36900 -8.62039
C -11.25881 -3.31959 -9.11552
C -12.10487 -3.53127 -10.19918
N -9.67461 -4.13837 -7.47035
O -9.36481 -5.03670 -6.71168
O -9.30985 -2.99412 -7.26637
H -12.86367 -5.00507 -11.58629
H -11.51971 -6.77737 -10.82079
H -10.14802 -6.46716 -8.70505
H -11.18518 -2.33718 -8.67161
H -12.79151 -2.78171 -10.56486
N -19.86028 -6.62699 -13.20203
C -18.62599 -7.15846 -13.33667
C -18.24988 -7.94129 -14.41119
C -19.08663 -8.08554 -15.50289
C -20.34018 -7.51172 -15.40317
C -20.67488 -6.83532 -14.24287
H -17.92001 -6.95520 -12.54272
H -17.25880 -8.37784 -14.40384
H -18.77749 -8.73117 -16.31414
H -21.01987 -7.62984 -16.23791
H -21.62839 -6.31761 -14.21700
N -15.57744 -8.71039 -18.65673
C -16.22255 -7.87470 -17.84410
C -16.88160 -6.73240 -18.31397
C -16.96460 -6.57151 -19.70432
C -16.31436 -7.44656 -20.54341
C -15.68218 -8.52850 -19.97671
H -16.14451 -7.95627 -16.76516
H -17.35323 -6.02779 -17.64431
H -17.37045 -5.62317 -20.03629
H -16.35688 -7.24329 -21.60530
H -15.06456 -9.23362 -20.52136
N -4.34211 -10.20921 -20.87945
C -5.40268 -9.81027 -21.58447
C -6.57049 -9.34244 -21.01735
C -6.62781 -9.32945 -19.63082
C -5.52993 -9.69314 -18.89157
C -4.37406 -10.11898 -19.55513
H -5.34104 -9.95051 -22.65888
H -7.43384 -9.09606 -21.61885
H -7.52086 -8.91679 -19.17439
H -5.55206 -9.63481 -17.81008
H -3.55544 -10.53543 -18.98159
N -12.52099 -2.72503 -18.94125
C -11.78756 -3.80367 -19.13780
C -12.22240 -5.10310 -18.84448
C -13.50100 -5.21611 -18.36416
C -14.28614 -4.08238 -18.15759
C -13.78114 -2.85061 -18.49612
H -10.77609 -3.70540 -19.51904
H -11.60757 -5.96709 -19.04930
H -13.85102 -6.19280 -18.04397
H -15.23428 -4.13686 -17.63594
H -14.32085 -1.94308 -18.25452
N -17.89643 -3.92769 -11.98764
C -18.33450 -2.85692 -11.32858
C -17.46051 -1.85893 -10.90003
C -16.11643 -2.03967 -11.09571
C -15.64622 -3.15546 -11.75329
C -16.57864 -4.09024 -12.20186
H -19.32490 -2.84635 -10.88853
H -17.89925 -1.07486 -10.29437
H -15.43949 -1.25275 -10.77890
H -14.58922 -3.34503 -11.87002
H -16.32604 -5.05810 -12.61271

These are the Mulliken partial charges, in e, on atoms 1 to 5: -0.651, 0.301, -0.516, 1.890, -0.359

(2)
This record from the OMol25 dataset describes a single C2H2N4O2 molecule. The level of theory is ωB97M-V with the def2-TZVPD basis set.

LUMO in eV: -0.38
Net charge: 0
SMILES string: O=COn1cnnn1
HOMO in eV: -10.477
Orbital gap in eV: 10.10
Largest force on an atom in hartree/bohr: 0.19869

Cartesian coordinates (Å):
C -1.76870 -0.02937 -0.41410
C 0.89497 0.36516 0.73804
H -2.78288 -0.43564 -0.59475
H 0.74541 1.20492 1.61165
N 0.27902 -0.63257 0.25237
N 2.00010 0.64467 0.15569
N 2.01258 -0.10662 -0.84855
N 1.08684 -1.09355 -0.75624
O -1.37320 1.12767 -0.60713
O -1.09413 -1.04467 0.46303

These are the Mulliken partial charges, in e, on atoms 1 to 5: 0.238, 0.076, 0.360, 0.315, 0.464

(3)
This record from the OMol25 dataset describes a molecular structure, C61H46AuBrFGeN4P3. The level of theory is ωB97M-V with the def2-TZVPD basis set.

LUMO (spin up / spin down) in eV: -4.79 / -9.41
Net charge: +2
HOMO (spin up / spin down) in eV: -8.069 / -12.402
Orbital gap (spin up / spin down) in eV: 3.27 / 3.00
Largest force on an atom in hartree/bohr: 0.12796
⟨S²⟩: 2.024
Multiplicity: 3

Cartesian coordinates (Å):
Au 0.88004 -0.28183 -1.66449
F -1.03831 0.41574 0.29602
Ge -0.25760 2.05580 0.52945
C -1.33963 2.55531 2.06425
C -1.86249 3.83611 1.93048
C -2.65683 4.41312 2.90699
C -2.75726 3.87243 4.19385
C -2.27357 2.53909 4.32145
C -1.62068 1.86565 3.24085
P -1.64373 0.06473 3.47230
C -1.14964 -0.42673 5.14318
C 0.25523 -0.62133 5.32414
C 0.76261 -0.64909 6.60491
C -0.08517 -0.57718 7.70432
C -1.41302 -0.35958 7.52063
C -1.95513 -0.23189 6.21495
C -3.33393 -0.53619 3.18999
C -4.38827 0.34604 2.94093
C -5.69380 -0.08417 3.24795
C -5.92080 -1.32511 3.91396
C -4.84577 -2.16451 4.16126
C -3.57193 -1.79215 3.73287
C -0.65656 2.96448 -1.14522
C -0.50219 4.33488 -1.11623
C -0.77171 5.10105 -2.23818
C -1.35370 4.53973 -3.34015
C -1.56777 3.16281 -3.34062
C -1.17418 2.34788 -2.31417
P -1.18835 0.51901 -2.62372
C -1.03959 0.30464 -4.43289
C -2.09397 0.19079 -5.24748
C -1.95117 0.10039 -6.63586
C -0.65533 0.18551 -7.18091
C 0.43123 0.34446 -6.32625
C 0.25570 0.32694 -4.97189
C -2.80693 -0.14596 -2.11795
C -2.79899 -1.54458 -2.00153
C -3.99203 -2.24687 -1.88869
C -5.20593 -1.46695 -1.80023
C -5.16427 -0.11373 -1.90541
C -3.99915 0.56936 -2.08826
C 1.64879 2.27347 1.00161
C 1.77495 3.45631 1.66719
C 3.05283 4.07079 1.81408
C 4.21358 3.48881 1.41167
C 4.11377 2.20712 0.88265
C 2.83999 1.64935 0.57461
P 2.81703 0.03097 -0.33787
C 3.39086 -1.14323 0.94776
C 2.57502 -1.49419 2.03061
C 3.16913 -2.22403 3.09165
C 4.47161 -2.68237 3.02798
C 5.24881 -2.29111 1.96360
C 4.76194 -1.47547 0.97199
C 4.07619 -0.07954 -1.67338
C 4.69931 0.99898 -2.30237
C 5.66940 0.80973 -3.30803
C 5.90111 -0.50620 -3.74792
C 5.12751 -1.57075 -3.27666
C 4.31746 -1.34787 -2.16288
H -1.88301 4.38274 0.97575
H -3.32533 5.19814 2.62263
H -3.21527 4.42676 4.98637
H -2.51098 1.98531 5.21779
H 0.92260 -0.81900 4.50571
H 1.80544 -0.86233 6.80328
H 0.39798 -0.81365 8.64507
H -2.00210 -0.27115 8.44904
H -3.01224 0.06865 6.14111
H -4.17344 1.39046 2.65776
H -6.52916 0.57635 3.13527
H -6.89425 -1.61400 4.31014
H -5.03049 -3.11273 4.64867
H -2.70056 -2.49548 3.83931
H -0.07182 4.79220 -0.25302
H -0.69293 6.20974 -2.28944
H -1.74311 5.16554 -4.08284
H -1.92055 2.73447 -4.23945
H -3.06166 0.06200 -4.79425
H -2.77560 -0.04899 -7.30860
H -0.47940 0.22419 -8.22567
H 1.39337 0.46361 -6.75915
H 1.11586 0.41041 -4.29042
H -1.92311 -2.06213 -2.19956
H -3.95638 -3.31989 -1.97267
H -6.12278 -2.01706 -1.87140
H -6.11036 0.42900 -1.78491
H -3.89307 1.66170 -2.10229
H 0.94532 3.99381 2.10983
H 3.07411 5.11715 2.11108
H 5.09104 4.10601 1.57975
H 5.07058 1.67833 0.61445
H 1.56052 -1.11567 2.15310
H 2.55713 -2.47661 3.93875
H 4.94212 -3.28240 3.75637
H 6.31710 -2.51717 1.98314
H 5.39901 -0.97224 0.18162
H 4.48224 1.96822 -1.96909
H 6.21135 1.57889 -3.77710
H 6.66169 -0.69284 -4.49764
H 5.26831 -2.58235 -3.66461
H 3.80121 -2.16781 -1.74436
Br 1.70222 -3.53063 -0.89311
C 1.82700 -3.85531 -2.77671
C 2.43809 -5.05108 -3.18942
C 2.51498 -5.31517 -4.54954
C 2.01017 -4.34508 -5.43565
C 1.47837 -3.16328 -4.88514
N 1.43045 -2.89447 -3.58443
H 2.67086 -5.72035 -2.41250
H 2.92874 -6.22982 -4.96236
H 2.02578 -4.51881 -6.50097
H 1.07361 -2.45741 -5.57575
N -2.08241 -4.81471 -0.10912
C -1.68002 -3.96807 0.54614
N -1.27440 -3.04861 1.46287
C -1.06161 -2.03432 1.97366
N -0.71595 -0.99192 2.50165

These are the Mulliken partial charges, in e, on atoms 1 to 5: 1.556, 0.277, 0.439, -0.168, 0.228

(4)
This record from the OMol25 dataset describes a molecular structure, C29H43N4O5PSTi. The level of theory is ωB97M-V with the def2-TZVPD basis set.

LUMO (spin up / spin down) in eV: 0.19 / 0.19
Net charge: 0
HOMO (spin up / spin down) in eV: -4.976 / -8.638
Orbital gap (spin up / spin down) in eV: 5.17 / 8.83
Largest force on an atom in hartree/bohr: 0.00993
⟨S²⟩: 2.032
Multiplicity: 3

Cartesian coordinates (Å):
Ti 1.22357 0.34107 -1.62066
O 0.68124 4.38541 -0.99032
C 1.07748 3.23535 -1.11578
O 0.38331 2.23443 -1.58948
C 2.45411 2.82552 -0.70541
C 3.45262 3.65769 -0.26731
C 4.71404 3.12241 0.02657
C 4.93326 1.75146 -0.17259
C 3.89830 0.96382 -0.60910
N 2.65214 1.47940 -0.83759
C 3.96800 -0.49402 -0.94170
O 4.98757 -1.14423 -0.76926
O 2.84698 -0.93432 -1.44765
H 3.23328 4.71273 -0.17355
H 5.51495 3.75998 0.37385
H 5.89479 1.28540 -0.00398
C -0.50810 -2.75798 -6.20324
C -0.82108 -1.38732 -5.60252
C 0.38988 -0.67586 -5.10022
N 0.50612 -0.16213 -3.92992
N 1.71471 0.43173 -3.70655
C 2.54637 0.33865 -4.69380
N 3.80349 0.84573 -4.66667
S 1.83630 -0.45971 -6.06308
H -1.42463 -3.24771 -6.52719
H -0.01624 -3.39999 -5.47291
H 0.14622 -2.66802 -7.07131
H -1.50117 -1.47861 -4.75529
H -1.31560 -0.75803 -6.34649
H 4.13728 1.08555 -3.74221
H 4.49076 0.42353 -5.26821
O -0.17038 -0.66443 -0.53357
P -0.83321 -0.75412 0.83707
C 0.31752 -1.46984 2.07035
C 1.78623 -1.25535 1.66519
C 2.68455 -2.01441 2.64036
C 2.50597 -1.54515 4.10173
C 1.32176 -0.59092 4.26150
C 0.06031 -1.09992 3.56033
C -1.43530 0.86967 1.38095
C -2.28397 1.56644 0.28452
C -2.23768 3.09724 0.42691
C -2.11908 3.49589 1.89382
C -0.75714 3.05378 2.44843
C -0.25202 1.77678 1.76040
C -2.18808 -1.95493 0.71871
C -3.01672 -2.05678 2.02416
C -4.38057 -1.39204 1.85712
C -5.20743 -2.10308 0.77711
C -4.33077 -2.58988 -0.39415
C -3.06992 -1.73825 -0.52408
H 0.13162 -2.54391 1.95353
H 2.04002 -0.19000 1.65461
H 1.95541 -1.62164 0.65455
H 3.72245 -1.91715 2.32210
H 2.43778 -3.07697 2.56006
H 3.40881 -1.03928 4.44686
H 2.36809 -2.40891 4.75633
H 1.59862 0.38816 3.86427
H 1.10212 -0.43540 5.31945
H -0.72858 -0.35282 3.66408
H -0.29491 -1.98922 4.08700
H -2.05124 0.69833 2.27095
H -3.31830 1.22579 0.35978
H -1.91125 1.29788 -0.70492
H -3.13740 3.52497 -0.01834
H -1.38824 3.49698 -0.13043
H -2.92932 3.02764 2.46442
H -2.23775 4.57319 2.01225
H -0.82902 2.89174 3.52774
H -0.02208 3.84457 2.28998
H 0.45728 1.26275 2.40451
H 0.27989 2.03286 0.84579
H -1.65190 -2.89938 0.57041
H -2.48437 -1.61422 2.86834
H -3.16126 -3.10968 2.27748
H -4.23521 -0.34288 1.58732
H -4.91971 -1.39242 2.80529
H -5.97995 -1.42414 0.41143
H -5.72709 -2.95563 1.21919
H -4.89906 -2.57145 -1.32481
H -4.03429 -3.63056 -0.23323
H -3.35313 -0.69173 -0.63250
H -2.50205 -2.00007 -1.41675

These are the Mulliken partial charges, in e, on atoms 1 to 5: 0.130, -0.776, 0.347, -0.440, 0.206

(5)
This record from the OMol25 dataset describes a molecular structure, C17H40F3MgO11S. The level of theory is ωB97M-V with the def2-TZVPD basis set.

LUMO (spin up / spin down) in eV: 0.02 / -0.04
Net charge: 0
HOMO (spin up / spin down) in eV: -3.439 / -8.812
Orbital gap (spin up / spin down) in eV: 3.46 / 8.78
Largest force on an atom in hartree/bohr: 0.09404
⟨S²⟩: 0.750
Multiplicity: 2

Cartesian coordinates (Å):
Mg -2.58391 -1.95252 1.19150
C 1.44676 -0.16850 0.64675
F 1.05379 0.51033 1.74794
F 2.37989 0.52907 -0.03771
F 1.92062 -1.30799 1.00269
S -0.10871 -0.35894 -0.46173
O 0.28405 -1.00492 -1.72701
O -1.17157 -1.21054 0.17143
O -0.59207 1.00613 -0.72597
C -4.12536 -3.66536 3.19158
O -3.83203 -3.27788 1.80715
C -4.75320 -3.70843 0.82421
C -5.00243 -2.44152 -0.06406
O -3.77666 -1.86759 -0.49874
C -3.97805 -0.78996 -1.43815
H -3.95193 -4.72716 3.36653
H -5.13716 -3.39119 3.49024
H -3.42720 -3.09202 3.80146
H -5.72653 -3.94149 1.25595
H -4.49445 -4.60905 0.26741
H -5.46531 -1.65085 0.52644
H -5.65192 -2.57461 -0.92925
H -3.07949 -0.23190 -1.70131
H -4.67991 -0.06947 -1.01816
H -4.35830 -1.30162 -2.32230
C 4.60144 1.51121 -2.68724
O 5.93177 1.60374 -3.14127
C 6.39264 2.91611 -3.34156
C 5.90748 3.69225 -4.57935
O 5.72917 2.81695 -5.72167
C 6.96086 2.30238 -6.24102
H 4.58411 1.51126 -1.59738
H 4.31924 0.61981 -3.24749
H 3.91923 2.22029 -3.15616
H 7.45791 2.69287 -3.40046
H 6.42373 3.39572 -2.36324
H 6.47123 4.60461 -4.77398
H 4.92109 4.03945 -4.27181
H 6.85578 1.25663 -6.52992
H 7.81156 2.31815 -5.55973
H 7.34817 2.96013 -7.01913
C 1.87848 3.86279 2.37311
O 0.56344 4.38842 1.99512
C -0.16901 3.63206 0.87758
C -1.51385 3.23297 1.41680
O -2.11332 4.35716 2.06179
C -3.47918 4.22367 2.36669
H 1.91926 3.16132 3.20641
H 2.63980 4.64270 2.38840
H 2.29330 3.26428 1.56205
H 0.37049 2.70405 0.68830
H -0.16660 4.23787 -0.02856
H -1.54042 2.32862 2.02471
H -2.13969 3.06936 0.53951
H -4.21113 4.04251 1.57959
H -3.67161 5.20849 2.79236
H -3.54177 3.42845 3.10952
C -1.75216 -4.24845 -0.88755
O -1.83984 -3.73815 0.46450
C -0.51062 -3.93286 0.99798
C -0.48667 -3.76608 2.52827
O -1.20543 -2.56374 2.85154
C -0.70114 -1.95205 4.05450
H -2.73500 -4.17273 -1.35273
H -1.35496 -5.25662 -1.00548
H -1.11952 -3.59843 -1.49198
H 0.13825 -3.31267 0.37957
H -0.15702 -4.93172 0.74236
H 0.54693 -3.70468 2.86886
H -0.90290 -4.61061 3.07747
H -1.43622 -1.18014 4.28231
H 0.19204 -1.34683 3.89945
H -0.61852 -2.63224 4.90222

These are the Mulliken partial charges, in e, on atoms 1 to 5: 1.359, 0.524, -0.185, -0.161, -0.208

(6)
This record from the OMol25 dataset describes 2 unconnected molecules or ions with the total composition C7H14. The level of theory is ωB97M-V with the def2-TZVPD basis set.

LUMO in eV: 1.15
Net charge: 0
SMILES string: C1=CCCCCC1.[H][H]
HOMO in eV: -8.843
Orbital gap in eV: 10.00
Largest force on an atom in hartree/bohr: 0.01252

Cartesian coordinates (Å):
C 0.36185 1.63302 -0.01261
C -1.11582 1.46316 -0.38720
C -1.82750 0.23652 0.18494
C -1.16722 -1.07041 -0.22717
C 0.20065 -1.30450 0.34734
C 1.30687 -0.69363 -0.08510
C 1.33031 0.66974 -0.71775
H 0.48441 1.51205 1.07381
H 0.65921 2.66166 -0.24635
H -1.18448 1.42529 -1.48416
H -1.66447 2.35667 -0.06880
H -1.85677 0.28710 1.28157
H -2.86800 0.23244 -0.16343
H -1.79571 -1.92478 0.04854
H -1.06935 -1.10515 -1.32181
H 0.24141 -2.03818 1.14793
H 1.86633 -2.73824 1.39992
H 2.31839 -2.16973 1.54417
H 2.28567 -1.13281 0.07786
H 2.34965 1.05656 -0.59154
H 1.14456 0.64323 -1.80016

These are the Mulliken partial charges, in e, on atoms 1 to 5: -0.693, -0.614, -0.576, -0.826, -0.182

So what do the calculations give for E_tot? Going down the list: -11528.81998, -446.72483, -8481.00777, -3315.30626, -2397.00368, -275.04031 a.u..